No. 1
{
  "formula": "C6H8ClN2O",
  "method": "ωB97M-V with the def2-TZVPD basis set",
  "e_tot_ev": -23889.3997,
  "charge": 1,
  "de_lowest_ev": 5.4371,
  "homo_energy_ha": [-0.49281, -0.48884],
  "lumo_ev": [-5.1, -5.7],
  "elements": ["C", "C", "C", "C", "C", "C", "N", "N", "O", "Cl", "H", "H", "H", "H", "H", "H", "H", "H"],
  "coordinates": [[-1.2255, 1.3042, 1.3856], [1.2775, 0.0600, 1.0202], [0.3024, -0.1396, 0.0280], [-0.9284, 0.5798, 0.1616], [-0.2173, 1.3519, 2.1994], [0.7876, -1.1207, -1.0051], [1.0273, 0.8818, 2.0931], [-1.7394, 0.6933, -0.8890], [1.1018, 2.7671, 4.7860], [2.1980, 1.6454, 4.8651], [-2.2535, 1.4839, 1.4736], [2.2973, -0.3608, 0.8768], [0.0442, -1.1285, -1.8401], [1.8747, -0.8900, -1.3735], [0.8107, -2.0059, -0.4079], [1.6849, 1.0644, 2.8176], [-2.4938, 1.3403, -0.9568], [-1.7358, 0.0187, -1.7121]]
}

***

No. 2
{
  "formula": "C39H32CoN6O2S",
  "method": "ωB97M-V with the def2-TZVPD basis set",
  "e_tot_ev": -102450.6291,
  "charge": 1,
  "de_lowest_ev": 1.3534,
  "homo_energy_ha": [-0.37799, -0.37773],
  "lumo_ev": [-4.0, -3.9],
  "elements": ["Co", "C", "N", "C", "C", "C", "C", "C", "N", "C", "C", "C", "C", "C", "C", "H", "H", "H", "H", "H", "H", "H", "H", "H", "H", "H", "N", "C", "C", "C", "C", "C", "C", "C", "C", "C", "H", "H", "H", "H", "C", "O", "C", "C", "C", "C", "C", "C", "N", "C", "C", "C", "C", "C", "C", "C", "O", "H", "H", "H", "H", "H", "H", "H", "H", "H", "H", "H", "H", "H", "S", "C", "N", "C", "C", "C", "N", "H", "H", "H", "H"],
  "coordinates": [[0.2358, 0.0434, -0.4278], [-2.2087, 1.3182, -1.5340], [-0.7958, 1.4239, -1.2001], [-0.1734, 2.5241, -1.5193], [1.1742, 2.6504, -1.1736], [2.0881, 3.7218, -1.2657], [3.2412, 3.2894, -0.6470], [2.9950, 1.9728, -0.2072], [1.7740, 1.5792, -0.5397], [-3.0540, 2.0865, -0.5392], [-3.6331, 3.3026, -0.8803], [-4.3818, 4.0069, 0.0486], [-4.5542, 3.5063, 1.3272], [-3.9836, 2.2917, 1.6715], [-3.2436, 1.5834, 0.7413], [-2.4877, 0.2593, -1.5245], [-2.3755, 1.7183, -2.5410], [-0.6984, 3.3214, -2.0391], [1.8889, 4.6760, -1.7150], [4.1501, 3.8377, -0.4964], [3.6767, 1.3373, 0.3286], [-3.5173, 3.7024, -1.8776], [-4.8287, 4.9512, -0.2262], [-5.1375, 4.0562, 2.0505], [-4.1153, 1.8945, 2.6665], [-2.8021, 0.6359, 1.0109], [-1.5865, 4.3290, 8.2048], [-1.2945, 3.8458, 7.2079], [-0.9822, 3.2243, 5.9767], [-0.2740, 2.0180, 5.9645], [-0.0345, 1.3743, 4.7701], [-0.4930, 1.9315, 3.5684], [-1.2002, 3.1435, 3.5862], [-1.4404, 3.7868, 4.7801], [-0.2591, 1.2815, 2.3363], [-0.1366, 0.7024, 1.2736], [0.0650, 1.5903, 6.8969], [0.4931, 0.4310, 4.7507], [-1.5674, 3.5509, 2.6548], [-1.9942, 4.7149, 4.8057], [-4.4508, -3.5509, -1.6752], [-3.1655, -3.6333, -1.0884], [-2.0713, -3.6780, -1.8999], [-2.1048, -3.5845, -3.2828], [-0.9338, -3.6600, -4.0189], [0.2903, -3.8095, -3.3831], [0.3437, -3.9082, -2.0069], [-0.8250, -3.8631, -1.2482], [-0.8439, -4.1471, 0.1074], [0.1907, -4.3037, 0.9482], [1.4558, -3.6667, 0.9246], [2.5563, -4.3462, 1.4884], [3.8147, -3.7937, 1.5523], [4.0196, -2.4945, 1.0875], [2.9633, -1.7762, 0.5807], [1.6693, -2.3151, 0.4723], [0.6980, -1.5710, 0.0405], [-5.1508, -3.5722, -0.8421], [-4.6452, -4.4014, -2.3332], [-4.5812, -2.6223, -2.2385], [-3.0467, -3.4708, -3.7982], [-0.9857, -3.6208, -5.0956], [1.2000, -3.8809, -3.9589], [1.2869, -4.0683, -1.5104], [-1.7523, -4.4679, 0.4295], [0.0277, -5.0173, 1.7472], [2.3995, -5.3504, 1.8529], [4.6376, -4.3487, 1.9785], [4.9979, -2.0437, 1.1422], [3.0808, -0.7544, 0.2569], [0.7111, -0.5291, -2.8678], [2.3847, -0.1717, -2.8617], [2.7753, 1.0100, -3.4645], [4.0802, 1.4084, -3.4104], [5.0014, 0.5767, -2.8425], [4.5484, -0.6513, -2.3307], [3.2599, -0.9843, -2.3369], [2.0645, 1.5933, -3.8859], [4.3170, 2.3720, -3.8324], [6.0386, 0.8529, -2.7813], [5.2150, -1.3710, -1.8830]]
}